Below is a cluster of 6 separate species, C26H70ClN5O7PSi in total in a non-equilibrium geometry, with properties calculated with wB97M-V/def2-TZVPD.

Structure (XYZ):
```
111
Properties=species:S:1:pos:R:3:mulliken_charge:R:1
C 4.22011 -2.39879 0.80869 -0.866
Si 2.36876 -2.01147 0.44788 0.244
C 1.99121 -0.08531 0.52034 -0.672
C 1.79753 -2.59113 -1.33894 -0.443
P 0.96848 -2.91883 1.93984 0.449
Cl 1.27545 -2.21370 3.91988 -0.158
C -0.80694 -2.52244 1.24180 -0.450
C -1.25212 -3.85301 0.39418 -0.277
O -2.60713 -3.80795 -0.17630 -0.304
C -3.20413 -2.46552 -0.10376 -0.076
O -3.11495 -1.70867 -1.22765 -0.290
H 4.46361 -2.06314 1.92337 0.257
H 4.86890 -1.80001 0.00821 0.302
H 4.50461 -3.53920 0.63784 0.324
H 2.52470 0.33948 1.49162 0.201
H 2.40604 0.44594 -0.43876 0.344
H 0.82903 0.12061 0.69690 0.149
H 1.63936 -3.76263 -1.33774 0.104
H 2.60748 -2.33356 -2.16856 0.373
H 0.75865 -2.12626 -1.65212 0.014
H 1.08065 -4.35941 1.92562 0.248
H -1.50980 -2.34225 2.17000 0.484
H -0.66209 -1.54897 0.59134 0.096
H -1.25325 -4.75704 1.17378 0.312
H -0.39976 -4.10464 -0.37705 0.157
H -3.69554 -1.97132 0.83896 0.320
C -4.84975 -3.57385 -5.93265 -1.543
C -5.09805 -3.14636 -4.48797 0.386
C -6.00092 -1.89802 -4.36136 -0.831
O -5.34166 -0.66295 -4.65604 -0.186
C -5.26080 -0.35723 -6.03984 -0.627
N -3.80278 -2.94487 -3.81965 -0.330
H -4.13416 -2.92824 -6.44691 0.267
H -4.43807 -4.58991 -5.96213 0.357
H -5.78230 -3.57796 -6.50598 0.388
H -5.61441 -3.97646 -3.99048 0.416
H -6.31843 -1.81820 -3.31465 0.317
H -6.91727 -2.00105 -4.95465 0.453
H -6.14050 -0.70134 -6.59201 0.379
H -4.35108 -0.78609 -6.46403 0.251
H -5.19096 0.72926 -6.14408 0.073
H -3.97287 -2.74648 -2.83368 -0.024
H -3.41021 -2.06856 -4.17660 0.248
C 2.22737 2.49204 5.32967 -1.589
C 2.47860 0.98718 5.39099 0.574
C 3.25711 0.54334 6.65054 -0.669
O 4.66062 0.81645 6.60118 -0.428
C 5.01225 2.14463 6.95780 -0.673
N 3.16260 0.56602 4.15822 -0.443
H 3.11972 3.05810 5.05281 0.148
H 1.46229 2.71853 4.57729 0.434
H 1.86664 2.86874 6.29214 0.340
H 1.49748 0.49768 5.42235 0.293
H 3.17347 -0.54731 6.72984 0.296
H 2.81282 0.95405 7.56500 0.452
H 4.36064 2.55032 7.73755 0.299
H 4.99555 2.78498 6.07399 0.235
H 6.03836 2.13430 7.33622 0.329
H 3.24829 -0.45037 4.16475 0.134
H 4.13252 0.88912 4.22380 0.296
C 4.18910 8.34579 6.04126 -1.408
C 3.49156 7.46707 7.07701 0.240
C 3.17515 6.04346 6.56442 -0.422
O 2.04858 5.97164 5.68548 -0.396
C 2.33685 6.30012 4.33497 -0.748
N 2.27756 8.15324 7.54640 -0.724
H 3.50796 8.70897 5.26828 0.289
H 4.62143 9.23060 6.52390 0.354
H 5.00500 7.80349 5.55283 0.338
H 4.17723 7.36477 7.92707 0.424
H 2.91042 5.42577 7.43112 0.265
H 4.05492 5.57410 6.10832 0.311
H 3.33876 5.97827 4.03532 0.320
H 2.21728 7.37376 4.17855 0.296
H 1.60641 5.79244 3.69863 0.264
H 1.86440 7.60413 8.30020 0.277
H 1.58374 8.09018 6.79536 0.326
C -0.15378 -5.80254 -6.40619 -1.368
C 1.26215 -5.89977 -5.84304 0.331
C 1.31446 -5.86723 -4.29845 -0.738
O 1.13478 -4.56619 -3.73111 -0.276
C -0.22050 -4.16273 -3.60733 -0.270
N 2.08563 -4.83257 -6.43292 -0.745
H -0.56094 -4.79027 -6.35240 0.257
H -0.16193 -6.09161 -7.46407 0.360
H -0.83424 -6.47509 -5.87419 0.347
H 1.67136 -6.86527 -6.16484 0.446
H 2.31759 -6.18546 -3.98981 0.322
H 0.61341 -6.58482 -3.85585 0.409
H -0.88303 -5.00232 -3.37636 0.325
H -0.54473 -3.65954 -4.52009 0.240
H -0.28565 -3.43701 -2.79168 -0.269
H 3.04934 -4.95607 -6.12237 0.272
H 1.80241 -3.95215 -5.99238 0.325
C -3.26450 3.40377 -1.17716 -1.568
C -2.82569 1.96865 -1.45884 0.586
C -2.27854 1.76127 -2.88963 -0.647
O -3.28787 1.69404 -3.90136 -0.188
C -3.74910 2.95782 -4.35416 -0.796
N -3.94811 1.06088 -1.17408 -0.646
H -4.21988 3.65262 -1.64478 0.292
H -3.39010 3.55723 -0.09854 0.379
H -2.51382 4.11918 -1.52791 0.357
H -2.01255 1.73723 -0.75995 0.241
H -1.77082 0.78955 -2.91726 0.149
H -1.52141 2.51224 -3.14479 0.453
H -2.95384 3.70926 -4.36498 0.356
H -4.58402 3.29341 -3.73632 0.283
H -4.12376 2.83692 -5.37456 0.232
H -3.62345 0.09953 -1.27826 0.255
H -4.62620 1.16896 -1.93431 0.427
```

## Properties
highest occupied orbital energy	-10.66	eV
net charge	+1
gap between HOMO and LUMO	5.862	eV
LUMO	-0.1763	Eh
total energy	-2923.64691	Eh



Below is a structure of composition C48H40ClMoN2O9P2 in a non-equilibrium geometry, with properties calculated with wB97M-V/def2-TZVPD.

Structure (XYZ):
```
103
Properties=species:S:1:pos:R:3:mulliken_spin:R:1
Mo -0.51183 -0.11864 -0.49739 1.171
O -4.29200 0.50180 1.37378 -0.004
C -3.04007 0.49367 0.96927 -0.003
O -2.67618 0.07934 -0.13644 -0.009
C -2.02240 1.04582 1.85408 -0.009
C -2.19048 1.61094 3.11028 0.003
C -1.07661 2.15685 3.73290 -0.016
C 0.14321 2.14797 3.06735 0.006
C 0.22812 1.56598 1.81231 -0.014
N -0.83293 1.00418 1.23084 -0.054
C 1.43798 1.57023 0.90597 0.004
O 2.52135 1.95824 1.27787 0.001
O 1.12246 1.15856 -0.28781 0.008
H -4.85267 0.07060 0.71135 0.001
H -3.16763 1.62249 3.56901 0.000
H -1.16272 2.60332 4.71269 -0.001
H 1.03450 2.59341 3.48637 0.000
C 7.85576 -2.45058 1.96245 0.000
O 6.98485 -1.92691 0.97032 0.000
C 5.66663 -1.99063 1.18297 0.001
C 5.07363 -2.50197 2.34018 0.000
C 3.70163 -2.48846 2.42905 0.002
C 2.86882 -1.98466 1.41766 0.006
C 1.43441 -1.91587 1.61973 0.003
C 0.76229 -2.53001 2.80744 0.000
O 0.73895 -1.33181 0.78559 0.040
C 3.49102 -1.51415 0.23832 0.002
O 2.87453 -1.04536 -0.87658 0.004
C 4.86992 -1.51427 0.14538 -0.002
H 8.85643 -2.35053 1.55286 0.000
H 7.64281 -3.50496 2.15309 0.000
H 7.78101 -1.87815 2.88958 0.000
H 5.66677 -2.88772 3.15574 0.000
H 3.24236 -2.86973 3.33021 0.000
H 0.84085 -3.61761 2.75135 0.000
H -0.28987 -2.25514 2.78146 0.000
H 1.22575 -2.21169 3.74027 0.002
H 5.33815 -1.15141 -0.75843 0.000
C 0.84403 3.21952 -2.72195 -0.033
N 0.27607 1.98206 -3.16620 0.819
P 1.54484 -1.26777 -1.79541 0.002
C 2.28783 -0.68297 -3.33583 0.005
C 2.08083 -1.31582 -4.55594 0.003
C 2.63909 -0.79031 -5.71305 0.002
C 3.41584 0.35346 -5.65361 -0.001
C 3.64189 0.97590 -4.43279 0.003
C 3.07500 0.46668 -3.27793 -0.004
C 1.37349 -3.05717 -2.00070 0.009
C 2.25478 -3.97231 -1.42985 0.000
C 2.06687 -5.33299 -1.62713 -0.001
C 1.01372 -5.78773 -2.40538 0.000
C 0.14584 -4.87970 -2.99173 0.000
C 0.31876 -3.52172 -2.78587 0.000
P -1.10023 1.40545 -2.42341 -0.032
C -1.85272 0.38304 -3.71738 0.012
C -1.14893 0.02353 -4.85938 0.004
C -1.72900 -0.83573 -5.78270 0.005
C -3.00786 -1.32863 -5.57477 -0.003
C -3.71452 -0.96362 -4.43670 0.003
C -3.13643 -0.11607 -3.50568 0.009
C -2.21905 2.82436 -2.20487 0.048
C -2.57739 3.24745 -0.92979 -0.012
C -3.39945 4.35330 -0.76088 0.002
C -3.86163 5.04172 -1.87173 -0.002
C -3.49868 4.63016 -3.14851 0.004
C -2.68373 3.52493 -3.31654 -0.009
H 1.49432 3.61619 -3.50343 0.015
H 1.47225 3.01106 -1.84331 0.073
H 0.10879 3.97373 -2.42207 0.010
H 1.49472 -2.21939 -4.61689 0.000
H 2.47694 -1.29088 -6.65870 0.000
H 3.85896 0.75415 -6.55570 0.000
H 4.26254 1.86047 -4.38073 0.000
H 3.24965 0.95256 -2.32646 -0.007
H 3.10002 -3.64351 -0.84375 0.000
H 2.75356 -6.03657 -1.17611 0.000
H 0.86868 -6.84855 -2.55875 0.000
H -0.67994 -5.22949 -3.59744 0.000
H -0.38510 -2.82230 -3.21825 -0.001
H -0.15317 0.41036 -5.02183 -0.012
H -1.17956 -1.10993 -6.67382 0.000
H -3.45950 -1.99087 -6.30191 0.000
H -4.71446 -1.34263 -4.27252 0.000
H -3.68479 0.15681 -2.61158 -0.001
H -2.18220 2.72402 -0.06087 0.012
H -3.67250 4.67778 0.23412 0.000
H -4.50391 5.90308 -1.74655 0.000
H -3.85533 5.17257 -4.01333 0.000
H -2.41496 3.19824 -4.31353 -0.004
Cl -4.49613 -7.54145 -2.58724 0.000
C -3.75701 -6.11078 -1.94929 0.001
C -3.41657 -6.06286 -0.60444 -0.001
C -2.82919 -4.91419 -0.10422 0.001
C -2.56717 -3.83476 -0.94113 0.004
C -2.91615 -3.90112 -2.28641 0.002
C -3.52082 -5.03612 -2.79580 0.000
C -1.91399 -2.61516 -0.37617 0.020
O -1.88585 -2.39345 0.83228 -0.003
O -1.39984 -1.81189 -1.26364 -0.079
H -3.61529 -6.91396 0.03052 0.000
H -2.56466 -4.84412 0.94162 0.000
H -2.71549 -3.05513 -2.93030 0.000
H -3.80653 -5.09903 -3.83655 0.000
```

## Properties
highest occupied orbital energy (spin up / spin down)	-10.30 / -9.72	eV
net charge	+1
energy relative to the best compared isomer or geometry (same formula, charge and spin)	2.561	eV
gap between HOMO and LUMO (spin up / spin down)	7.029 / 6.166	eV
⟨S²⟩	2.03
multiplicity	3
LUMO (spin up / spin down)	-0.1201 / -0.1307	Eh
total energy	-3850.83515	Eh



Below is a structure of composition C13H18N2O3S6Sc, with properties calculated with wB97M-V/def2-TZVPD.

Structure (XYZ):
```
43
Properties=species:S:1:pos:R:3:mulliken_charge:R:1
Sc 0.41559 -1.17670 -0.45284 1.213
S 2.87302 -5.04555 5.43464 -0.172
C 2.48482 -4.06448 4.20571 0.103
S 0.93243 -3.24660 4.10838 -0.023
C 1.18854 -2.39793 2.62089 0.319
C 2.41002 -2.60403 2.04148 0.109
S 2.84319 -1.91662 0.54318 -0.016
S 3.50869 -3.71137 2.85478 -0.051
S -0.12181 -1.44841 2.01687 -0.241
N 0.51272 0.97111 -0.82320 -0.609
C 0.78090 2.09992 -0.89281 0.408
N 1.07102 3.35201 -0.96545 0.086
C 1.78548 3.90137 -2.13963 -0.756
C 0.95532 5.01471 -2.77853 -0.554
C 0.13727 5.78000 -1.72350 -0.590
C 0.80434 5.70387 -0.35357 -0.671
C 0.77011 4.27007 0.16388 -0.677
H 1.98139 3.08469 -2.83097 0.454
H 2.74839 4.27146 -1.78623 0.309
H 0.29287 4.59835 -3.53720 0.303
H 1.64314 5.68793 -3.29185 0.328
H -0.86549 5.35121 -1.64873 0.294
H 0.00887 6.81662 -2.02955 0.352
H 0.29401 6.33658 0.37171 0.369
H 1.83432 6.06257 -0.41144 0.321
H -0.22559 4.02261 0.53252 0.426
H 1.49244 4.10592 0.96457 0.336
O -1.35711 -1.92119 -1.08050 -0.487
S -2.03883 -3.26504 -1.41749 0.233
C -3.63286 -3.12683 -0.60666 -0.782
C -3.32488 -3.17382 0.88331 -0.360
C -2.33225 -4.32353 1.08330 -0.539
C -1.43568 -4.42405 -0.16539 -0.169
H -4.20713 -3.99246 -0.94836 0.404
H -4.11313 -2.21805 -0.96574 0.458
H -4.23716 -3.32268 1.45902 0.398
H -2.88197 -2.22908 1.19815 0.095
H -2.86622 -5.26450 1.21200 0.339
H -1.72376 -4.15956 1.97083 0.197
H -1.45155 -5.40966 -0.63112 0.458
H -0.39240 -4.15357 0.00273 0.017
O 1.75674 -2.82705 -0.49436 -0.138
O 1.68223 -2.00819 -1.69281 -0.494
```

## Properties
highest occupied orbital energy	-10.37	eV
net charge	+1
energy relative to the best compared isomer or geometry (same formula, charge and spin)	0.000	eV
gap between HOMO and LUMO	7.238	eV
LUMO	-0.1152	Eh
total energy	-3991.05868	Eh



Below is a cluster of 2 separate species, C4H11N3O2 in total in a non-equilibrium geometry, with properties calculated with wB97M-V/def2-TZVPD.

Structure (XYZ):
```
20
Properties=species:S:1:pos:R:3:mulliken_charge:R:1
C 0.47206 -0.81723 2.39577 -0.992
C -0.90978 0.79264 1.20459 0.386
N -0.18388 0.95051 0.19816 -0.517
N -0.85418 -0.35235 2.10695 -0.304
N -1.62954 1.79496 1.80952 -0.526
H 0.43686 0.30890 -0.27794 0.162
H -1.03358 -1.87245 -2.47667 0.339
H -1.28382 -0.38404 3.02347 0.272
H -2.47747 1.60317 2.31245 0.252
H -1.92997 2.46521 1.03022 0.292
H 1.10264 -0.15742 2.99575 0.295
H 1.10327 -1.06378 1.55043 0.254
H 0.51454 -1.87505 2.75174 0.357
C 1.11794 0.39769 -2.73093 -1.053
C 0.81301 -1.02602 -2.58111 0.741
O -0.50881 -1.16447 -2.93158 -0.487
O 1.48642 -1.95021 -2.22052 -0.544
H 0.72604 1.12045 -2.00393 0.401
H 0.90025 0.65693 -3.73674 0.315
H 2.13800 0.57255 -2.41964 0.357
```

## Properties
highest occupied orbital energy	-9.25	eV
net charge	0
energy relative to the best compared isomer or geometry (same formula, charge and spin)	2.141	eV
structure (SMILES)	[H]/N=C(/N)NC.CC(=O)O
gap between HOMO and LUMO	9.956	eV
LUMO	0.0261	Eh
total energy	-473.72408	Eh



Below is a cluster of 2 separate species, C5H14 in total in a non-equilibrium geometry, with properties calculated with wB97M-V/def2-TZVPD.

Structure (XYZ):
```
19
Properties=species:S:1:pos:R:3:mulliken_spin:R:1
C -0.91901 0.75557 2.55166 1.697
C -1.77305 -0.17614 1.80490 0.206
H -0.96782 0.79052 3.58216 -0.667
H 0.00606 0.62911 2.04386 -0.062
H -1.18195 1.80616 2.45366 -0.452
H -1.77374 0.07336 0.68551 0.229
H -2.71652 -0.20476 2.18396 -0.349
H -1.50878 -1.14350 2.07413 -0.304
C 1.26731 -0.05993 -2.19591 0.047
C -0.16753 0.29597 -1.73810 0.933
C 1.88017 -0.89153 -0.97428 0.908
H 1.82595 0.96793 -2.29579 -0.225
H 1.45448 -0.61832 -3.06462 -0.119
H -0.81114 -0.66900 -1.96253 -0.290
H -0.10739 0.95998 -0.80030 -0.010
H 1.97064 -0.22787 -0.12191 -0.192
H 2.79057 -1.48415 -1.21797 -0.191
H -0.58325 0.88386 -2.57709 0.049
H 1.31499 -1.68728 -0.43135 -0.208
```

## Properties
highest occupied orbital energy (spin up / spin down)	1.48 / -7.26	eV
net charge	-1
energy relative to the best compared isomer or geometry (same formula, charge and spin)	2.022	eV
gap between HOMO and LUMO (spin up / spin down)	2.661 / 11.547	eV
⟨S²⟩	0.75
multiplicity	2
LUMO (spin up / spin down)	0.1523 / 0.1574	Eh
total energy	-198.75824	Eh



Q: net charge of number 3 (C13H18N2O3S6Sc)?
A: +1